DFT (ωB97M-V with the def2-TZVPD basis set) results for a cluster of 4 separate species, C2H12N2O3 in total in a non-equilibrium geometry.

XYZ file:
```
19
Properties=species:S:1:pos:R:3:forces:R:3:lowdin_charge:R:1
C -2.67752 2.19374 0.87358 -0.1 -0.9 0.3 -0.168
N -1.66183 2.10757 -0.17031 0.8 0.7 -0.4 -0.067
C -1.90908 1.97304 -1.41552 -2.9 -2.9 2.2 -0.261
N -3.28985 1.79275 -1.83204 2.0 0.6 -0.5 0.044
H -2.10147 2.04594 1.79625 -0.4 0.4 0.0 0.059
H -3.39438 1.28970 0.88986 0.7 1.2 -0.5 0.094
H -3.25803 3.13816 0.93828 0.3 -0.5 -0.2 0.084
H -1.17026 1.35932 -1.95317 0.1 1.4 -0.7 0.114
H -3.87585 1.63713 -1.02076 -0.1 -0.1 -0.3 0.038
H -3.33185 1.05321 -2.51925 -0.4 0.1 0.0 0.064
O 2.97845 1.63637 2.58664 -0.2 -0.1 0.0 -0.066
H 2.11046 2.00762 2.78511 0.1 0.0 0.0 0.032
H 2.78376 0.86618 2.03895 0.1 0.1 0.0 0.032
O 2.94436 -5.49838 -0.27013 0.2 -0.1 0.2 -0.062
H 3.76902 -5.93192 -0.02172 0.0 0.0 -0.2 0.032
H 2.48516 -5.41407 0.57150 -0.1 0.1 -0.1 0.034
O 2.99609 -1.98257 -0.72416 0.5 -0.1 -1.0 -0.072
H 3.85200 -2.39949 -0.89718 0.0 -0.1 0.7 0.032
H 2.75081 -1.87433 -1.65591 -0.6 0.3 0.3 0.036
```
Forces are in eV/Å.

The total energy is -11389.7777 eV. As for the energy above the lowest of the compared OMol25 structures with the same formula, charge and spin: 45.46 kcal/mol. The HOMO-LUMO gap is 10.00 eV. The net charge is 0. As for the structure (SMILES): C/N=C\N.O.O.O.

---

DFT (ωB97M-V with the def2-TZVPD basis set) results for a cluster of 2 separate species, C2H4NO in total in a non-equilibrium geometry.

XYZ file:
```
8
Properties=species:S:1:pos:R:3:forces:R:3:lowdin_charge:R:1
C -0.37886 0.65510 0.23066 -0.6 1.0 -5.3 0.042
C -0.17926 -0.81659 -0.01342 -1.3 -2.9 2.5 -0.023
N 0.88536 0.06316 -0.04942 1.6 2.2 -0.2 -0.157
O 2.04399 0.24261 -0.18674 -1.0 -0.4 0.1 0.310
H -0.99361 1.56518 -1.24119 1.6 -2.0 3.5 0.370
H -0.67805 1.04527 1.13446 -0.4 1.2 1.8 0.086
H -0.11688 -1.42869 1.01654 -0.2 0.9 -2.4 0.220
H -0.58269 -1.32604 -0.89090 0.4 0.0 0.2 0.152
```
Forces are in eV/Å.

The total energy is -5660.8237 eV. As for the energy above the lowest of the compared OMol25 structures with the same formula, charge and spin: 150.09 kcal/mol. The HOMO-LUMO gap is 9.15 eV. The net charge is +1.

---

DFT (ωB97M-V with the def2-TZVPD basis set) results for a cluster of 2 separate species, C5H14N2OS in total in a non-equilibrium geometry.

XYZ file:
```
23
Properties=species:S:1:pos:R:3:forces:R:3:lowdin_charge:R:1
C -1.06102 2.67561 0.26830 4.2 2.9 -2.5 -0.076
C 0.27696 2.07134 0.62923 -0.2 0.1 0.2 -0.345
C 1.40157 2.45266 -0.35639 0.0 -0.4 4.1 -0.036
C 0.29589 1.21976 1.65481 3.0 -0.8 -0.9 -0.173
N 1.45912 0.36738 2.00739 -2.0 1.0 0.5 0.030
H -1.28026 2.32018 -0.75859 -0.5 0.4 0.6 0.089
H -0.77571 3.80753 0.23409 -1.2 -1.6 -0.3 0.112
H -1.76793 2.55137 0.98244 -2.4 -0.7 1.9 0.025
H 1.65543 1.62425 -0.87049 0.5 -2.8 -2.5 0.030
H 2.38706 2.73808 0.01837 -0.3 0.2 0.9 0.089
H 1.09602 3.22964 -0.93540 -1.0 2.0 -2.0 0.035
H -0.57205 1.10624 2.26317 -0.4 -0.3 0.4 0.096
H 1.10678 -0.58725 1.95998 0.4 0.2 0.2 0.026
H 2.18521 0.43584 1.31966 0.2 0.2 -0.4 0.049
C -0.55721 -3.87269 -1.68712 2.5 -0.9 2.9 -0.232
N -1.23337 -2.71749 -1.17412 -2.2 1.0 -2.3 -0.500
S -0.29370 -1.40238 -0.76437 -0.2 -0.1 -0.7 0.843
O -0.13496 -1.66216 0.85122 -1.5 0.5 0.6 -0.480
H 0.01864 -4.24591 -0.70668 -0.7 0.3 -2.5 0.116
H -1.31717 -4.60042 -1.84229 -0.4 -0.8 -0.6 0.054
H 0.15750 -3.72526 -2.53834 -0.8 -0.1 0.7 0.080
H -2.11411 -2.57600 -1.78374 1.8 0.6 1.7 0.115
H -0.93269 -1.21029 1.22887 1.0 -0.6 0.0 0.051
```
Forces are in eV/Å.

The total energy is -21272.1935 eV. As for the energy above the lowest of the compared OMol25 structures with the same formula, charge and spin: 0.00 kcal/mol. The HOMO-LUMO gap is 8.57 eV. The net charge is 0. As for the structure (SMILES): CC(C)=CN.CNSO.

---

DFT (ωB97M-V with the def2-TZVPD basis set) results for a structure of composition C21H19BrF4MnN4O4P.

XYZ file:
```
55
Properties=species:S:1:pos:R:3:forces:R:3:lowdin_charge:R:1
Mn -0.58407 -1.94500 1.84495 0.0 -0.1 0.7 0.717
N 0.62419 -1.71428 3.62394 -0.3 0.0 -0.3 0.026
N 1.11435 -0.39299 3.66793 0.1 0.0 0.1 0.068
C 1.10944 0.47029 2.62992 -0.1 0.5 -0.2 -0.528
O 1.41451 1.61669 2.67905 0.0 -0.2 0.0 0.175
O 0.67522 -0.12655 1.41974 0.0 -0.3 0.4 -0.247
H 0.05785 -1.84627 4.45956 -0.1 -0.1 0.1 0.140
H 1.40841 -2.35864 3.71376 0.1 -0.1 -0.1 0.138
H 1.44670 -0.02343 4.54918 0.0 0.0 0.0 0.193
F 1.01861 -2.63589 -4.77192 0.0 -0.1 -0.1 0.220
C 0.98878 -1.93111 -3.67836 0.0 0.3 0.1 -0.108
C 0.95768 -0.54328 -3.72998 0.0 -0.2 0.0 -0.110
F 0.96569 0.07810 -4.87812 0.0 0.1 -0.1 0.211
C 0.91811 0.16425 -2.54047 0.0 0.0 0.4 -0.199
F 0.90866 1.49359 -2.59389 0.0 0.0 -0.2 0.137
C 0.89954 -0.43801 -1.27590 -0.1 0.4 -0.1 -0.205
P 0.87489 0.83473 0.03472 0.0 -0.1 -0.4 1.158
C -0.55721 1.88919 -0.04632 0.5 -0.2 0.0 -0.284
C -0.61567 3.00768 0.79713 -0.1 0.1 0.1 -0.066
C -1.67515 3.88943 0.67256 0.0 0.0 0.0 -0.022
C -2.66195 3.67076 -0.28073 0.0 -0.1 0.0 -0.009
C -2.61161 2.54783 -1.09848 0.0 -0.1 0.0 -0.030
C -1.56406 1.65247 -0.98606 0.0 -0.1 0.0 -0.066
C 2.47601 1.60761 -0.02585 -0.6 -0.1 0.1 -0.307
C 2.56925 2.98761 -0.21027 0.0 0.0 0.0 -0.040
C 3.81840 3.55746 -0.38907 0.0 0.0 0.0 -0.015
C 4.95487 2.75870 -0.38752 -0.1 0.1 0.0 -0.005
C 4.85387 1.38353 -0.20581 0.0 -0.2 0.0 -0.028
C 3.61378 0.79616 -0.03622 0.1 0.0 0.1 -0.058
C 0.97628 -1.83332 -1.25852 -0.1 0.0 -0.1 -0.476
Br 1.21655 -2.92464 0.29186 0.3 -0.2 -0.2 1.031
C 1.00489 -2.56100 -2.43980 0.0 -0.1 0.4 -0.244
F 1.06343 -3.88122 -2.39149 0.0 0.0 -0.1 0.114
H 0.14438 3.18881 1.54434 0.0 0.0 -0.1 0.106
H -1.72662 4.75676 1.31693 0.0 0.0 0.0 0.130
H -3.47409 4.37708 -0.39035 0.0 0.0 0.0 0.131
H -3.38444 2.37458 -1.83490 0.0 0.0 0.0 0.125
H -1.53469 0.77908 -1.62550 0.0 0.0 0.0 0.111
H 1.68396 3.60583 -0.23567 0.0 0.0 0.0 0.113
H 3.89775 4.62566 -0.53657 0.0 0.0 0.0 0.131
H 5.92690 3.20963 -0.53635 0.0 0.0 0.0 0.132
H 5.74392 0.76925 -0.20425 0.0 0.0 0.0 0.127
H 3.53467 -0.27819 0.09535 0.0 0.0 0.0 0.112
C -4.80020 -2.85416 -1.04837 -0.3 -0.2 0.0 0.045
O -3.60356 -2.08441 -0.73820 0.0 0.1 -0.1 0.076
C -2.86967 -2.34830 0.27548 0.1 -0.1 0.3 -0.510
O -1.82637 -1.66591 0.46582 -0.3 0.5 -0.8 -0.070
N -3.16591 -3.32291 1.14933 -0.1 -0.1 0.0 0.082
N -2.25753 -3.52400 2.21010 0.5 0.4 0.0 0.071
H -5.19816 -2.40602 -1.95064 0.0 0.0 0.0 0.118
H -5.53284 -2.76399 -0.24667 0.1 0.1 0.0 0.115
H -4.54291 -3.89570 -1.23694 0.1 0.0 0.0 0.116
H -4.00827 -3.87956 1.11401 0.0 0.0 -0.1 0.176
H -1.91011 -4.47966 2.16080 0.1 -0.1 0.0 0.140
H -2.75646 -3.43430 3.09274 -0.1 0.0 0.1 0.140
```
Forces are in eV/Å.

The total energy is -157730.0142 eV. Its spin multiplicity is 4. The HOMO-LUMO gap (spin up / spin down) is 7.55 / 7.77 eV. The net charge is +3.

---

DFT (ωB97M-V with the def2-TZVPD basis set) results for a cluster of 2 separate species, H4S2 in total.

XYZ file:
```
6
Properties=species:S:1:pos:R:3:forces:R:3:lowdin_charge:R:1
S 0.00921 -3.50425 -3.36010 0.1 -0.2 0.2 0.451
H -0.52068 -4.05585 -2.25255 0.1 0.1 -0.2 -0.226
H 1.00543 -4.40863 -3.39667 -0.1 0.1 0.0 -0.225
S -5.91372 -1.06978 2.01132 0.2 -0.2 0.0 0.451
H -5.46484 -2.00802 1.15696 -0.1 0.1 0.1 -0.226
H -4.89069 -1.27949 2.86053 -0.1 0.0 -0.1 -0.225
```
Forces are in eV/Å.

The total energy is -21735.0236 eV. As for the energy above the lowest of the compared OMol25 structures with the same formula, charge and spin: 1.27 kcal/mol. The HOMO-LUMO gap is 10.55 eV. The net charge is 0. As for the structure (SMILES): S.S.

---

> What is the net charge in the third record?

0